(1)
{"formula": "C4H34BO25", "method": "ωB97M-V/def2-TZVPD", "symbols": ["O", "C", "O", "B", "O", "C", "O", "O", "C", "O", "C", "O", "O", "O", "H", "H", "O", "H", "H", "O", "H", "H", "O", "H", "H", "O", "H", "H", "O", "H", "H", "O", "H", "H", "O", "H", "H", "O", "H", "H", "O", "H", "H", "O", "H", "H", "O", "H", "H", "O", "H", "H", "O", "H", "H", "O", "H", "H", "O", "H", "H", "O", "H", "H"], "coordinates": [[-1.107984, -0.815094, 2.387016], [-1.266984, -0.114094, 1.367016], [-0.393984, 0.072906, 0.508016], [-1.090984, 0.709906, -0.620984], [-2.457984, 0.966906, -0.144984], [-2.533984, 0.470906, 1.005016], [-3.470984, 0.617906, 1.811016], [-1.029984, -0.228094, -1.767984], [-0.318984, 0.323906, -2.633984], [0.123016, -0.279094, -3.599984], [0.280016, 1.516906, -2.133984], [-0.348984, 1.896906, -1.091984], [1.121016, 2.156906, -2.703984], [2.639016, 2.203906, -4.819984], [2.099016, 2.000906, -4.064984], [2.308016, 1.473906, -5.378984], [-4.188984, -2.105094, 3.658016], [-4.300984, -3.019094, 3.481016], [-3.805984, -1.845094, 2.826016], [1.194016, -2.118094, 3.393016], [1.884016, -2.306094, 2.765016], [0.919016, -1.296094, 2.948016], [1.720016, 0.119906, -6.266984], [2.156016, -0.519094, -6.780984], [0.808016, -0.160094, -6.324984], [-3.911984, 0.467906, 5.209016], [-3.506984, 1.290906, 5.412016], [-3.966984, 0.537906, 4.280016], [3.599016, 1.170906, -1.722984], [3.062016, 1.955906, -1.773984], [3.355016, 0.649906, -2.483984], [-0.913984, -2.895094, -2.580984], [-0.841984, -2.073094, -3.041984], [-1.311984, -3.516094, -3.249984], [-1.543984, -1.208094, 4.880016], [-1.647984, -1.170094, 3.931016], [-1.270984, -0.282094, 5.039016], [-2.868984, -2.475094, 0.890016], [-3.403984, -2.900094, 0.251016], [-1.949984, -2.600094, 0.576016], [1.461016, -2.004094, -1.143984], [0.613016, -2.356094, -0.883984], [1.753016, -2.664094, -1.776984], [0.937016, 3.750906, 0.628016], [0.784016, 3.521906, 1.566016], [0.258016, 3.347906, 0.116016], [-1.267984, -3.749094, 3.160016], [-0.840984, -2.896094, 3.145016], [-1.942984, -3.674094, 2.500016], [1.390016, 0.894906, 2.805016], [2.090016, 0.464906, 3.320016], [1.538016, 0.854906, 1.847016], [2.789016, -0.697094, -3.604984], [2.559016, -0.514094, -4.508984], [1.974016, -1.103094, -3.308984], [2.501016, 0.157906, 0.382016], [3.006016, 0.609906, -0.314984], [1.868016, -0.370094, -0.101984], [-1.321984, 2.654906, 2.868016], [-2.098984, 2.502906, 3.365016], [-0.712984, 2.198906, 3.384016], [3.229016, 3.875906, -2.311984], [3.303016, 4.808906, -2.046984], [2.322016, 3.702906, -2.510984]], "forces_ev_per_angstrom": [[-0.15, 1.77, -2.82], [-0.26, -4.33, 6.60], [2.23, 0.95, -3.15], [-0.21, 0.23, 0.11], [0.80, 1.19, -3.83], [-4.73, 1.17, 5.44], [1.82, -0.66, -2.06], [-2.90, -0.30, 2.39], [3.05, -3.78, -3.29], [-1.12, 0.54, -0.74], [1.08, 3.76, -1.50], [-1.29, -0.10, 2.22], [-0.05, 0.01, 0.34], [0.06, -0.65, -1.28], [-0.14, 0.34, 0.87], [0.62, 0.84, -0.16], [-0.35, 0.79, 0.14], [-0.25, -1.55, 0.27], [0.46, 0.79, -0.53], [0.09, 0.80, -0.51], [0.84, -0.92, -0.20], [-0.76, 0.15, 0.73], [-0.87, 0.47, 0.45], [1.30, -1.20, -1.19], [-0.58, 0.18, 0.35], [-0.47, -0.31, 1.26], [0.54, 1.12, 0.80], [-0.29, -0.60, -2.02], [0.66, -0.02, 0.66], [0.19, 0.79, -0.08], [-0.10, -0.59, -0.69], [-0.88, -2.34, -0.63], [0.25, 1.15, -0.52], [0.65, 0.91, 1.13], [0.61, 0.97, 1.05], [-0.36, -0.27, -0.25], [-0.19, -0.82, 0.23], [1.51, 0.50, 0.57], [-0.90, -0.68, -1.12], [-0.67, 0.03, 0.28], [0.17, 0.00, -0.16], [-0.59, -0.07, 0.14], [0.31, -0.04, -0.10], [1.02, 0.70, 1.32], [-0.10, 0.03, -0.85], [-0.81, -0.58, -0.32], [0.18, -0.89, 0.14], [0.61, 0.42, 0.33], [-0.70, 0.08, -0.42], [-0.75, 0.41, 0.97], [-0.14, 0.19, -0.85], [1.00, -0.39, -0.02], [0.47, -0.67, 0.30], [0.05, 0.55, -0.78], [-0.24, -0.01, 0.56], [-0.39, 0.11, 1.02], [0.37, 0.04, -0.37], [0.04, -0.45, -0.12], [-0.49, 1.30, -1.76], [-1.77, -0.06, 0.42], [2.50, -1.43, 1.15], [1.27, 1.00, 0.36], [-0.25, -0.68, -0.08], [-1.03, 0.13, -0.22]], "nbo_charge": [-0.64, 0.70, -0.61, 1.18, -0.61, 0.68, -0.58, -0.61, 0.67, -0.63, 0.71, -0.62, -0.59, -0.98, 0.47, 0.46, -0.92, 0.45, 0.47, -0.95, 0.46, 0.49, -0.93, 0.48, 0.49, -0.91, 0.44, 0.47, -0.97, 0.49, 0.50, -0.97, 0.49, 0.47, -0.94, 0.48, 0.44, -0.95, 0.48, 0.48, -0.95, 0.48, 0.48, -0.96, 0.48, 0.48, -0.95, 0.49, 0.45, -1.02, 0.48, 0.52, -0.96, 0.48, 0.48, -1.01, 0.50, 0.48, -0.94, 0.47, 0.48, -0.95, 0.47, 0.48], "gap_ev": 8.5, "homo_ha": -0.2563, "charge": -1, "e_above_lowest_ev": 3.6942, "multiplicity": 1, "lumo_ev": 1.50}



(2)
{"formula": "C4H34BO25", "method": "ωB97M-V/def2-TZVPD", "symbols": ["O", "C", "O", "B", "O", "C", "O", "O", "C", "O", "C", "O", "O", "O", "H", "H", "O", "H", "H", "O", "H", "H", "O", "H", "H", "O", "H", "H", "O", "H", "H", "O", "H", "H", "O", "H", "H", "O", "H", "H", "O", "H", "H", "O", "H", "H", "O", "H", "H", "O", "H", "H", "O", "H", "H", "O", "H", "H", "O", "H", "H", "O", "H", "H"], "coordinates": [[-0.007094, 2.191516, -0.682906], [0.246906, 1.022516, -0.419906], [-0.529094, 0.429516, 0.295094], [-0.223094, -1.016484, 0.112094], [0.994906, -0.966484, -0.653906], [1.256906, 0.164516, -0.902906], [2.207906, 0.529516, -1.484906], [-1.208094, -1.885484, -0.502906], [-1.569094, -2.742484, 0.305094], [-2.594094, -3.503484, 0.176094], [-0.723094, -2.740484, 1.467094], [0.020906, -1.639484, 1.459094], [-0.842094, -3.505484, 2.501094], [-1.725094, -5.618484, 3.894094], [-1.446094, -4.923484, 3.418094], [-1.659094, -6.455484, 3.556094], [0.035906, 4.536516, -2.352906], [0.693906, 4.561516, -1.687906], [0.223906, 3.960516, -3.189906], [5.124906, 0.301516, -0.953906], [4.368906, 0.867516, -1.235906], [5.660906, 0.814516, -0.569906], [3.480906, 2.832516, 0.003094], [2.540906, 2.463516, 0.125094], [3.171906, 3.686516, -0.402906], [-2.274094, 3.204516, -1.692906], [-2.234094, 3.993516, -1.088906], [-1.289094, 2.726516, -1.656906], [-2.725094, 0.382516, -2.194906], [-2.894094, 0.010516, -1.331906], [-3.086094, 1.327516, -2.457906], [3.460906, -2.428484, -2.002906], [2.895906, -1.705484, -2.049906], [3.654906, -2.563484, -1.123906], [3.740906, -0.188484, 1.640094], [4.009906, 0.130516, 0.708094], [4.749906, -0.235484, 1.910094], [-0.667094, 1.052516, 3.371094], [0.173906, 1.156516, 2.750094], [-0.463094, 0.344516, 4.007094], [-0.226094, 3.493516, 1.096094], [-0.988094, 3.795516, 0.809094], [-0.239094, 2.597516, 0.915094], [-3.086094, -0.318484, 2.127094], [-2.189094, 0.172516, 2.315094], [-3.459094, -0.716484, 3.038094], [2.603906, 2.171516, -3.736906], [2.465906, 1.424516, -3.103906], [3.331906, 2.066516, -4.409906], [-0.582094, -1.580484, 4.962094], [-0.165094, -2.177484, 4.329094], [-1.509094, -1.761484, 5.345094], [1.846906, 4.510516, -0.437906], [1.284906, 3.990516, 0.144094], [2.195906, 5.126516, 0.115094], [-4.852094, -4.879484, 0.906094], [-4.276094, -4.254484, 0.496094], [-5.540094, -4.343484, 0.893094], [-3.342094, -4.330484, -2.367906], [-2.970094, -4.208484, -1.502906], [-3.619094, -3.337484, -2.746906], [-0.093094, 0.369516, -3.403906], [-0.249094, 1.101516, -4.062906], [-0.901094, 0.515516, -2.775906]], "forces_ev_per_angstrom": [[2.29, -1.28, -2.09], [-0.80, 6.73, -2.62], [-4.55, -5.17, 3.84], [0.59, -0.77, 2.09], [-1.97, -8.55, 1.74], [3.08, 4.87, -2.46], [3.48, 1.45, -1.90], [0.69, 3.65, -3.09], [-6.76, -6.28, 0.16], [4.20, 2.78, 0.49], [0.67, -1.93, 7.91], [-0.55, -0.85, -1.03], [1.03, 3.37, -4.76], [-2.28, -0.99, 5.41], [1.65, 3.19, -3.39], [0.49, -2.48, -1.88], [-1.86, -0.75, -3.92], [1.74, -0.47, 0.31], [0.22, 1.61, 2.99], [-7.33, -5.71, -4.75], [0.62, -0.46, 0.19], [6.66, 6.44, 4.61], [-1.62, -0.81, 0.24], [2.50, 0.27, -0.23], [0.78, -1.22, 0.12], [2.38, -1.06, 0.71], [0.35, -1.26, -1.25], [-3.62, 2.43, 0.27], [-0.01, 2.02, -2.33], [-0.65, 0.85, 0.48], [0.80, -2.75, 2.09], [0.92, -1.83, -3.04], [-1.49, 2.10, -0.04], [0.65, -0.29, 3.03], [4.14, 0.66, -1.33], [-1.15, -0.65, 1.32], [-3.11, -0.13, -0.02], [2.35, 0.38, -2.02], [-2.63, -0.54, 2.34], [0.17, -0.12, -0.24], [5.88, 1.56, 4.74], [-5.79, 2.38, -2.19], [-0.39, -2.17, -0.27], [0.79, -0.31, 2.85], [-2.34, -1.24, 0.26], [1.76, 1.58, -3.13], [0.51, 0.17, -0.74], [0.65, 0.55, -0.98], [-1.27, -0.54, 1.62], [-1.42, 1.25, 1.47], [-1.19, -0.66, 0.08], [2.58, -0.49, -1.69], [-1.78, -1.05, -2.49], [-0.95, -0.29, 0.33], [1.49, 3.24, 2.42], [3.85, -3.49, 0.20], [1.88, 0.08, -0.45], [-5.98, 3.21, 0.42], [-1.66, 3.43, -3.01], [0.19, 0.63, 0.77], [1.37, -4.08, 1.93], [-2.20, 1.68, 0.62], [0.53, -1.15, 0.93], [1.42, -0.73, -1.65]], "nbo_charge": [-0.63, 0.66, -0.60, 1.17, -0.59, 0.75, -0.63, -0.59, 0.70, -0.63, 0.69, -0.62, -0.61, -0.96, 0.49, 0.47, -1.00, 0.49, 0.49, -0.93, 0.51, 0.44, -0.98, 0.45, 0.48, -1.02, 0.47, 0.52, -1.01, 0.50, 0.53, -0.94, 0.47, 0.46, -0.97, 0.49, 0.46, -0.98, 0.48, 0.51, -0.92, 0.46, 0.47, -1.00, 0.51, 0.48, -1.00, 0.52, 0.47, -1.01, 0.52, 0.50, -0.94, 0.51, 0.47, -0.92, 0.48, 0.44, -0.97, 0.49, 0.47, -0.98, 0.47, 0.49], "gap_ev": 9.5, "homo_ha": -0.2986, "charge": -1, "e_above_lowest_ev": 9.3270, "multiplicity": 1, "lumo_ev": 1.41}